Record 1
Below is C22H46LuN3OP2 as an isolated structure, with properties calculated with the ωB97M-V functional and the def2-TZVPD basis.

- net charge = +2
- molecular weight (g/mol) = 605.5
- ΔE to the lowest compared entry with this formula, charge and spin (eV) = 1.941
- HOMO energy (alpha / beta) (eV) = -13.40 / -13.40
- orbital gap (alpha / beta) (eV) = 6.77 / 6.77

XYZ file:
```
75
Properties=species:S:1:pos:R:3:mulliken_charge:R:1
H -0.73120 -1.77453 5.08706 0.444
C -0.71363 1.02332 -3.77894 -1.024
H 2.89630 -1.72273 0.26631 0.159
H 0.99167 -2.21683 5.17677 0.277
H 3.68567 1.38904 -2.97407 0.558
H -1.83342 -2.91177 1.80818 0.474
H 1.19821 -3.29407 2.00026 0.162
H -2.66700 -1.25636 3.86386 0.676
H -0.89223 -3.16179 3.35272 0.545
H 0.13205 5.12409 0.17068 0.533
C 0.62138 -0.68853 3.68611 0.634
H -1.57319 0.53718 5.16395 0.266
H -1.68268 1.67381 3.80080 0.252
H 2.22038 1.37542 -3.99530 0.293
H 3.94430 -0.63118 -4.32641 0.378
C 0.29539 -1.37688 5.03036 -1.627
N -0.37937 1.90431 0.04268 1.094
C -1.56775 3.77356 -0.26865 0.597
H -4.32878 0.28236 2.75331 0.491
H 3.00119 -0.60009 -1.74417 0.073
H -3.59555 3.94690 -0.87736 0.354
C 0.45946 2.96048 0.24649 0.453
C 2.61719 1.11772 -2.99749 -1.643
C 1.09142 0.77814 3.81183 -1.262
C -0.33199 -0.47463 -3.81086 0.298
H 0.14393 1.66558 -4.01899 0.237
H -3.05772 5.15719 0.28210 0.320
H -3.08978 0.82887 1.63114 0.136
H 2.19014 0.80742 3.77133 0.391
C 0.22966 -3.27474 1.44409 -1.106
C -2.74730 4.55899 -0.57924 -1.386
H -0.49990 -0.62781 -5.93860 0.474
H 2.20925 -2.05803 0.29224 -0.175
C 0.24433 -0.88369 -5.16903 -1.645
C 0.37698 -3.38927 -0.95821 -1.328
H -3.14477 1.13394 4.63549 0.483
C 2.50140 -0.39604 -2.71689 0.667
H 3.78049 -2.06591 -3.29559 0.429
H 1.85484 -3.05256 -2.54422 0.445
H -0.64397 -3.77303 -1.07688 0.471
C -1.60631 -0.58693 -0.69755 0.502
H 1.17243 -0.33494 -5.40202 0.326
H -3.63282 -0.84688 1.59121 0.380
H -1.12443 1.33259 -2.80871 0.039
C -0.89699 -2.72132 2.34030 -0.675
H 0.98807 -4.25159 -0.78979 0.663
C 1.89213 2.74056 0.58904 -1.336
H -1.24499 -1.06406 -3.61281 0.596
H 2.53678 3.29558 -0.12212 0.421
C -0.27034 4.11277 0.06572 -1.070
H -2.54108 5.25634 -1.39572 0.354
H 2.53284 -1.70337 -4.51488 0.317
C -3.40484 -0.01127 2.25255 -1.289
H -2.41027 1.85033 -0.48156 0.114
H 2.10351 3.11936 1.60964 0.374
N 0.34207 -2.50800 0.18489 0.088
N -1.61206 2.41426 -0.27021 -0.452
C 0.81670 -2.73965 -2.28946 -0.896
H 1.43668 -1.25558 3.19958 0.402
Lu 0.35943 -0.21379 0.18397 0.610
O -2.68056 -0.81962 -1.13400 -0.380
P -0.79974 -0.83090 2.49380 -0.327
H 0.16887 -3.14195 -3.10182 0.460
H 2.22730 1.66365 0.55967 0.269
H -1.49290 1.18796 -4.53701 0.466
H 0.00093 -4.36221 1.22750 0.495
H 0.44746 -0.66948 5.85841 0.411
C -2.15921 0.81198 4.28509 -1.361
C -2.34335 -0.35381 3.31759 0.547
H 0.78094 1.20508 4.77625 0.406
H 2.10740 1.73511 -2.23554 0.242
H 0.42553 -1.96634 -5.22644 0.364
C 3.22374 -1.26079 -3.78862 -1.545
H 0.72145 1.44838 3.01392 0.043
P 0.73020 -0.93931 -2.38774 0.575
```

Record 2
Below is a 3-piece molecular cluster, C27H47Br3NO9S overall, with properties calculated with the ωB97M-V functional and the def2-TZVPD basis.

- net charge = +1
- molecular weight (g/mol) = 801.4
- HOMO energy (eV) = -9.74
- orbital gap (eV) = 6.75

XYZ file:
```
88
Properties=species:S:1:pos:R:3:mulliken_charge:R:1
C 5.60908 0.29818 -1.51578 0.577
C 0.07457 -2.27148 3.65874 0.644
H -5.78953 2.32944 -1.60466 0.495
C -3.58574 1.43366 0.47438 -1.716
H -2.17328 -0.26963 -1.17979 0.553
Br -7.13835 2.02213 -4.54912 -0.051
H -7.70205 -1.36726 -2.66698 0.271
H -2.62944 -2.25772 5.43680 0.214
C -2.62226 1.96421 -0.73479 1.682
H 9.99011 -3.98251 -1.75688 0.285
C -1.67771 -2.69398 5.13141 -0.649
C 1.74949 -1.71641 2.13905 -0.452
H -1.50924 2.49265 1.87679 0.333
O 5.97599 0.77821 -2.63082 -0.528
C -7.97303 -0.40083 0.71903 0.368
H -0.63343 3.01412 -1.17738 0.105
H 1.98542 -0.94162 1.40804 -0.038
C -7.46554 -0.67604 -3.54347 -1.175
C -1.78056 0.77991 -1.45955 -0.299
S -7.42643 1.05770 1.73618 -0.152
H -0.52911 3.96314 1.39418 0.329
H 1.69601 -2.67578 1.61967 0.326
H -5.61496 2.69102 1.60135 0.324
O 11.30893 -2.72669 -0.75164 -0.318
H -6.64093 -1.37021 2.27685 0.299
H -4.15509 3.48818 -1.06050 0.462
C 6.49376 -2.03341 -0.72886 -0.582
H 0.42778 0.94309 0.78731 -0.066
C 1.78259 2.77028 0.34888 -0.801
H 1.40496 3.80947 0.04930 0.318
C 2.21938 1.84667 -0.89037 -0.223
H -3.15635 0.55828 1.09361 0.210
O 4.32233 0.47731 -0.95428 -0.158
C -6.87712 0.72802 -3.03804 -0.189
H -0.71220 0.81778 -1.02262 -0.199
H 2.63780 2.94055 1.10785 0.472
H 0.85622 2.00033 2.22055 0.333
O 9.88294 -3.46964 0.85544 -0.537
H -7.47885 1.05643 -2.12549 0.363
H -3.54674 2.91886 -2.72692 0.404
H 10.66928 -2.64083 -2.69115 0.252
C 0.53369 2.03243 1.10870 -0.110
H -6.43130 -2.14879 0.63151 0.195
C -1.48130 3.03893 -0.39175 -0.710
C 10.27733 -2.92937 -1.71529 -0.348
C -3.80099 2.57043 -1.67341 -1.279
C -5.30966 0.65069 -2.57885 -0.455
C 3.83216 1.83114 -1.13323 -0.550
C -7.21857 -1.71393 1.33512 -0.918
H -9.09877 -0.60227 0.76225 0.488
O 0.49112 -1.39222 2.73043 -0.151
H -4.72234 1.00022 -3.51225 0.550
H 9.41194 -2.30130 -1.49147 0.023
H 3.97024 2.23236 -2.20759 0.324
H -5.35554 0.19466 0.24454 -0.040
C -1.61780 0.97462 -3.03640 0.232
C -5.12725 1.27041 -0.05277 0.372
H 10.97557 -2.48471 3.07852 0.288
C -0.81818 2.89254 1.06228 -0.915
H -6.77301 -1.20731 -4.29638 0.370
H -1.86750 -3.69243 4.73142 0.296
H 12.69564 -2.87834 3.22804 0.223
H -7.96677 -2.50338 1.71303 0.319
O 0.66185 -3.26406 4.00741 -0.533
C 10.95785 -3.04555 0.50526 0.794
C 6.70823 -0.60915 -0.75191 -0.417
H 4.36485 2.59102 -0.45560 0.331
H 1.72280 2.30626 -1.82814 0.194
N -5.00178 1.64723 -1.49564 0.315
H -8.43452 -0.44273 -4.12601 0.431
H 6.51997 -2.56093 -1.75725 0.273
O -1.11188 -1.84897 4.12950 -0.265
H 11.55289 -4.16588 2.81330 0.289
H 6.32289 -2.66862 0.19952 0.249
H 7.64765 -0.17609 -0.26606 0.361
Br -1.82045 -0.57798 -4.29937 -0.133
C -6.20907 2.10435 0.80688 -0.599
H -1.02508 -2.74573 6.00544 0.293
O 12.01159 -2.80967 1.30391 -0.319
H -3.54312 2.30688 1.21754 0.418
Br -4.71465 -1.20280 -2.21600 0.005
H -7.63307 -0.31600 -0.37766 -0.576
H 1.88761 0.75332 -0.81081 0.193
O -1.32830 2.06533 -3.59349 -0.500
H -1.92608 4.09592 -0.45357 0.502
H -6.79687 2.87918 0.20580 0.310
H 2.53843 -1.72933 2.89402 0.316
C 11.78077 -3.10603 2.68012 -0.620
```

Record 3
Below is a 3-piece molecular cluster, C3H11N2S overall, with properties calculated with the ωB97M-V functional and the def2-TZVPD basis.

- net charge = +1
- molecular weight (g/mol) = 107.2
- ΔE to the lowest compared entry with this formula, charge and spin (eV) = 3.507
- HOMO energy (eV) = -13.59
- orbital gap (eV) = 9.90

XYZ file:
```
17
Properties=species:S:1:pos:R:3:mulliken_charge:R:1
H 1.98211 1.17942 0.72595 0.415
C 0.94686 0.96659 0.45392 -1.157
H 0.79204 -0.91229 0.91885 0.332
H 0.75438 1.63848 -0.48115 0.310
C 1.96197 -0.70487 -0.61807 -0.990
H 1.88841 -1.74276 -1.06418 0.311
C -1.94910 -0.17168 0.12376 0.206
H -0.65474 -0.84820 0.12991 0.467
N -2.27623 0.32743 -0.99864 -0.293
H 2.85819 -0.60254 -0.04192 0.364
N 0.76138 -0.36015 0.11183 -0.316
H 0.39311 1.19118 1.28041 0.455
H -2.96736 1.09733 -0.93844 0.232
H 2.11661 -0.08281 -1.49981 0.360
H -2.03493 -0.98609 2.20367 0.178
S -2.80948 -0.21280 1.49179 -0.109
H -1.76324 0.22376 -1.79787 0.235
```

Record 4
Below is an isolated ion of composition C3H8N5S and charge +1, with properties calculated with the ωB97M-V functional and the def2-TZVPD basis.

- net charge = +1
- molecular weight (g/mol) = 146.2
- ΔE to the lowest compared entry with this formula, charge and spin (eV) = 3.524
- HOMO energy (eV) = -13.22
- SMILES string = [H]\N=C(N)/[NH+]=N/N=C\CS
- orbital gap (eV) = 7.52

XYZ file:
```
17
Properties=species:S:1:pos:R:3:mulliken_charge:R:1
H -1.52863 0.49256 1.77882 0.331
N -0.23993 -0.49301 0.28879 0.001
N -3.53554 0.32332 -0.69710 -0.412
S 2.19422 1.59747 0.35491 -0.221
C 2.95280 -0.11056 0.06064 -0.469
H 3.62177 -0.19634 1.01902 0.352
H -3.84350 -0.52471 -1.13815 0.240
C 2.01365 -1.21419 0.06308 -0.078
H 3.43979 -0.20792 -0.99318 0.329
C -2.50378 0.30013 0.14605 0.486
H 3.29382 2.45544 0.28968 0.202
H 2.44737 -2.18034 -0.18608 0.395
N 0.75841 -1.20383 0.03795 -0.327
H -4.11385 1.15023 -0.58805 0.251
H -1.27210 -0.56321 -1.36138 0.287
N -1.28663 -0.40934 -0.38215 0.204
N -2.39786 0.78430 1.30713 -0.571
```

Record 5
Below is C4H9P as an isolated structure, with properties calculated with the ωB97M-V functional and the def2-TZVPD basis.

- molecular weight (g/mol) = 88.1
- ΔE to the lowest compared entry with this formula, charge and spin (eV) = 1.971
- HOMO energy (eV) = -9.30
- orbital gap (eV) = 10.30

XYZ file:
```
14
Properties=species:S:1:pos:R:3:mulliken_charge:R:1
C -0.68930 0.32449 0.15163 0.429
C 0.78735 -0.66861 -0.74271 -0.667
P 1.43707 -1.72336 0.57002 -0.112
H 1.64920 -0.05811 -1.16929 0.338
H -1.50106 2.44953 0.20952 0.325
H -1.12040 1.99240 -1.39783 0.274
H 0.25358 2.22323 -0.24831 0.234
H -2.33315 0.09247 1.55656 0.243
H 2.09996 -2.63863 -0.36906 0.052
H 2.64066 -1.01312 0.68279 0.026
C -0.80625 1.78888 -0.38086 -1.056
C -1.42453 -0.30607 1.01671 -0.740
H 0.21208 -1.25592 -1.37121 0.351
H -1.20520 -1.20718 1.49205 0.303
```